[1]
The following is a quantum chemistry calculation of a molecular structure, C37H51BCaClN2O2P2Se at a distorted geometry, from the OMol25 dataset.

Each line ends with the Mulliken charge.
Positions of all 98 atoms, in Å:
Ca -2.455 1.371 -0.255  0.56
C -2.165 -0.776 3.251  -1.56
P -0.944 -0.841 1.871  1.40
C -1.234 -2.710 1.563  0.26
N -1.138 -3.547 2.534  -0.37
C -1.510 -4.853 2.289  0.00
C -1.480 -5.808 3.282  -0.46
C -1.646 -7.141 2.975  -0.49
C -2.047 -7.508 1.659  -0.64
C -2.093 -6.569 0.719  -0.49
C -1.921 -5.215 1.028  0.08
N -2.125 -4.311 -0.010  -0.43
C -1.867 -3.095 0.255  -0.16
P -2.329 -1.744 -0.901  0.85
C -3.977 -2.333 -1.479  -1.60
C -1.090 -2.092 -2.298  1.90
C -1.259 -3.500 -2.868  -1.67
C 0.301 -2.029 -1.686  -2.21
C -1.214 -1.015 -3.423  -1.60
C 0.724 -0.559 2.759  2.14
C 0.898 -1.411 3.999  -1.97
C 0.724 0.921 3.205  -1.92
C 1.890 -0.771 1.811  -1.91
H -1.981 -1.508 4.061  0.36
H -3.142 -1.016 2.805  0.42
H -2.151 0.248 3.627  0.38
H -1.200 -5.434 4.283  0.37
H -1.664 -7.834 3.856  0.30
H -2.260 -8.527 1.459  0.42
H -2.345 -6.777 -0.251  0.54
H -3.961 -3.397 -1.720  0.47
H -4.253 -1.652 -2.304  0.36
H -4.672 -2.228 -0.686  0.44
H -1.185 -4.291 -2.094  0.33
H -0.536 -3.770 -3.681  0.43
H -2.255 -3.646 -3.266  0.37
H 0.332 -2.630 -0.814  0.41
H 0.584 -0.973 -1.356  0.45
H 1.092 -2.331 -2.373  0.49
H -2.277 -0.937 -3.759  0.27
H -0.702 -1.346 -4.298  0.50
H -0.869 -0.048 -3.058  0.17
H 0.187 -1.124 4.757  0.39
H 1.941 -1.316 4.297  0.56
H 0.812 -2.539 3.780  0.22
H -0.148 1.080 3.953  0.36
H 0.364 1.613 2.368  0.13
H 1.702 1.144 3.588  0.56
H 2.103 -1.851 1.739  0.33
H 2.710 -0.320 2.300  0.81
H 1.754 -0.409 0.811  -0.27
Cl -4.253 1.044 -2.050  -0.72
C 6.295 0.749 0.794  -1.99
C 6.131 1.078 -0.696  2.49
C 6.870 0.000 -1.405  -2.05
C 6.665 2.468 -1.042  -1.68
C 4.639 1.134 -1.009  0.23
C 4.283 0.994 -2.366  -0.41
C 2.992 1.045 -2.844  -1.86
C 2.013 1.378 -1.924  0.98
O 0.697 1.366 -2.089  -0.56
B 0.085 1.557 -0.844  0.48
O 1.162 1.746 0.081  -0.10
C 2.367 1.552 -0.596  0.33
C 3.628 1.430 -0.074  -0.24
H 7.359 0.794 0.964  0.55
H 5.775 -0.200 1.013  0.39
H 5.901 1.411 1.541  0.32
H 7.814 -0.171 -0.970  0.54
H 7.113 0.237 -2.450  0.42
H 6.364 -0.942 -1.316  0.40
H 7.568 2.666 -0.477  0.44
H 5.974 3.254 -0.944  0.33
H 7.028 2.483 -2.102  0.36
H 5.145 0.692 -3.041  0.08
H 2.820 0.835 -3.915  0.39
H 3.750 1.443 1.050  0.20
C -3.001 5.816 -3.207  -1.65
C -3.183 5.461 -1.791  0.66
C -4.371 4.963 -1.260  -0.90
C -4.405 4.271 -0.066  1.31
C -5.723 3.718 0.436  -1.56
C -3.208 4.001 0.635  -1.14
Se -3.216 2.904 2.151  -0.17
C -1.969 4.608 0.126  1.08
C -0.749 4.458 0.951  -0.40
C -2.007 5.278 -1.060  -0.74
H -2.577 4.929 -3.652  0.29
H -2.300 6.644 -3.389  0.34
H -3.919 5.926 -3.701  0.45
H -5.326 5.058 -1.727  0.31
H -6.592 4.107 -0.122  0.38
H -5.895 3.880 1.530  0.31
H -5.607 2.666 0.446  0.31
H 0.185 4.540 0.349  0.19
H -0.802 3.396 1.318  -0.21
H -0.540 5.174 1.826  0.27
H -1.004 5.521 -1.385  0.27

Values from the calculation:
Energy   -5947.464871 Eh
HOMO energy   -4.25 eV
Kohn-Sham gap   0.2144 Ha
Charge   -1


[2]
The following is a quantum chemistry calculation of a molecular structure, C37H51BeBrN2P2S at a distorted geometry, from the OMol25 dataset.

Each line ends with the Mulliken charge.
Positions of all 95 atoms, in Å:
N -4.841 1.501 -2.879  -0.57
C -4.655 2.034 -1.670  -0.51
C -3.434 1.932 -0.990  -0.26
C -2.332 1.305 -1.634  0.32
C -2.536 0.814 -2.940  -0.17
C -3.818 0.913 -3.509  -0.39
C -1.022 1.275 -0.997  -1.39
Be 0.150 -0.108 -0.466  -2.14
P 3.116 -0.854 -0.284  0.17
C 0.176 1.001 -1.758  0.84
C 1.160 2.117 -1.902  -0.78
C 2.062 2.104 -2.989  -0.15
C 3.041 3.078 -3.131  -0.89
C 3.218 4.021 -2.109  -0.22
C 2.276 4.109 -1.073  -0.73
C 1.194 3.223 -1.032  0.12
Br 4.678 5.103 -2.099  -0.08
H -0.966 1.983 -0.172  0.35
H 0.092 0.414 -2.685  1.86
H -3.345 2.381 -0.001  0.35
H -1.715 0.385 -3.525  0.45
H -5.486 2.589 -1.228  0.40
H -3.976 0.544 -4.522  0.41
H 1.998 1.324 -3.752  0.59
H 0.389 3.384 -0.313  0.48
H 3.692 3.056 -4.001  0.48
H 2.390 4.862 -0.301  0.51
P -0.702 -2.101 -1.239  2.10
C 3.521 0.858 0.173  1.43
C 4.978 1.248 -0.130  -1.41
H 3.336 0.970 1.259  0.45
H 2.827 1.531 -0.367  -1.01
H 5.160 2.296 0.136  0.39
H 5.651 0.614 0.464  0.44
H 5.215 1.128 -1.194  0.21
C 2.864 -0.976 -2.064  1.39
C 4.141 -0.994 -2.930  -1.62
H 2.232 -0.125 -2.352  -0.91
H 2.290 -1.896 -2.270  -0.07
H 3.889 -1.348 -3.940  0.42
H 4.588 0.005 -3.027  0.31
H 4.878 -1.683 -2.495  0.43
C 2.211 -1.816 0.939  2.14
C 2.903 -1.949 2.312  -1.52
H 2.000 -2.829 0.542  0.23
H 1.219 -1.302 1.058  -1.96
H 2.206 -2.407 3.029  0.39
H 3.783 -2.604 2.244  0.43
H 3.218 -0.972 2.702  0.33
C -0.510 -3.546 -0.105  1.28
C -1.577 -4.638 -0.164  -1.47
H -0.450 -3.132 0.912  -1.25
H 0.470 -3.995 -0.320  0.48
H -2.537 -4.327 0.262  0.33
H -1.757 -4.998 -1.184  0.32
H -1.242 -5.503 0.420  0.43
C 0.052 -2.720 -2.814  -0.72
C -0.839 -3.176 -3.962  -1.57
H 0.756 -3.520 -2.534  0.64
H 0.661 -1.882 -3.182  0.13
H -1.496 -4.010 -3.692  0.33
H -1.443 -2.350 -4.357  0.29
H -0.202 -3.525 -4.789  0.44
C -2.490 -2.177 -1.655  -0.85
C -3.470 -1.789 -0.556  -1.23
H -2.704 -3.197 -2.009  0.72
H -2.640 -1.514 -2.517  0.34
H -4.487 -2.048 -0.876  0.51
H -3.283 -2.308 0.394  0.24
H -3.472 -0.706 -0.367  -0.08
N -0.522 -0.048 1.088  0.61
S 0.100 0.532 2.503  0.48
C -0.700 2.118 2.702  0.58
C -2.092 2.195 2.684  -0.15
C -2.705 3.440 2.813  -0.79
C -1.926 4.585 3.007  -0.52
C -0.530 4.503 3.017  -0.82
C 0.096 3.266 2.861  -0.31
C -0.733 -0.405 3.815  0.46
C -1.082 0.207 5.035  -0.71
C -1.481 -0.576 6.123  -0.80
C -1.606 -1.961 5.992  -0.56
C -1.350 -2.560 4.755  -0.76
C -0.866 -1.798 3.683  -0.06
H -1.538 -0.169 1.147  0.23
H -2.687 1.286 2.584  0.47
H -3.795 3.507 2.775  0.49
H -2.411 5.555 3.136  0.42
H 0.079 5.400 3.135  0.46
H 1.179 3.157 2.873  0.52
H -1.026 1.294 5.158  0.39
H -1.700 -0.111 7.081  0.42
H -1.882 -2.572 6.850  0.41
H -1.506 -3.629 4.636  0.45
H -0.573 -2.295 2.753  0.10

Values from the calculation:
Energy   -5219.036448 Eh
HOMO energy (alpha / beta)   -12.41 / -12.96 eV
Kohn-Sham gap (alpha / beta)   0.1722 / 0.2309 Ha
Charge   +2


It is found that the energy above the lowest of the compared OMol25 structures with the same formula, charge and spin values, taken in the order of the records, are 15.2; 19.4 kcal/mol.